# 1
19
Properties=species:S:1:pos:R:3 method="wB97M-V/def2-TZVPD" s2=0.764 total_charge=0 de_lowest_ev=0.9064 spin_multiplicity=2 e_tot_ev=-77979.43553
S 1.886 2.227 -1.834
S -0.288 -1.041 3.036
S -2.011 -1.689 1.467
S 0.043 0.932 -2.523
Na 0.806 -0.834 -0.204
F -0.583 -0.453 -2.290
F 0.937 -0.032 3.275
F -1.391 -2.358 0.141
F 3.453 1.721 -1.674
O -0.898 1.768 -1.736
O 0.015 0.861 -4.008
O 2.042 2.822 -3.120
O 1.585 2.993 -0.612
O -1.335 -0.672 4.002
O 0.386 -2.321 3.121
O -3.220 -1.061 0.867
O -2.182 -2.825 2.330
N -0.562 -0.580 1.678
N 1.317 0.541 -1.915

# 2
76
Properties=species:S:1:pos:R:3 method="wB97M-V/def2-TZVPD" total_charge=+2 e_tot_ev=-95839.39903
Ca -0.205 4.523 1.510
S 1.490 2.081 3.269
F -4.002 6.027 2.296
F -2.565 4.264 1.712
F 0.534 1.199 -0.382
F 2.082 0.050 1.578
F 2.537 -0.398 3.534
F -2.955 5.989 0.332
F -1.309 0.981 0.788
F 3.810 1.095 2.655
F -1.727 6.247 2.128
F -1.479 1.339 -1.402
F -0.667 3.009 -0.181
O 0.251 1.492 3.670
O 1.204 2.952 2.158
O 2.176 2.647 4.393
N -4.999 -3.546 1.151
N -3.386 -2.341 2.073
N 0.226 -2.244 -1.850
N 4.495 2.782 -1.310
N 5.264 4.435 0.051
N -1.226 -3.698 -2.727
C 4.528 1.723 -2.266
C 3.573 2.972 -0.314
C -2.117 -1.866 2.701
C -3.921 -3.655 1.981
C 5.377 3.857 -1.205
C -5.783 -4.653 0.802
C -1.093 -1.741 -1.651
C 4.021 4.013 0.579
C -2.001 -2.674 -2.149
C 0.166 -3.357 -2.684
C 2.576 0.600 2.694
C -4.169 -1.475 1.323
C 1.395 -1.644 -1.392
C -5.174 -2.225 0.746
C 6.091 5.349 0.696
C -1.558 -5.476 -4.515
C -2.417 -1.085 3.961
C -1.761 -4.973 -2.997
C 3.563 2.087 -3.410
B -2.839 5.583 1.683
B -0.747 1.661 -0.301
H -3.080 -2.680 -2.118
H 5.471 6.202 0.971
H 6.270 3.831 -1.813
H -1.414 -2.682 2.871
H -1.191 -0.831 -1.077
H -2.131 -4.916 -5.254
H -5.935 -5.276 1.684
H -1.254 -5.705 -2.369
H -3.442 -4.526 2.403
H -3.086 -1.674 4.589
H 4.147 0.828 -1.774
H 3.355 1.143 -3.914
H -2.794 -5.028 -2.655
H 3.688 4.407 1.528
H 0.943 -4.046 -2.979
H -5.220 -5.230 0.069
H 2.620 2.466 -0.368
H 6.613 4.889 1.535
H -1.593 -0.839 4.630
H -2.931 -0.177 3.648
H -6.734 -4.317 0.389
H 2.536 2.307 -3.122
H -0.531 -5.224 -4.782
H 1.074 -0.920 -0.642
H -5.997 -2.048 0.070
H 5.471 1.395 -2.704
H 6.820 5.787 0.014
H -1.515 -6.562 -4.595
H -3.921 -0.424 1.345
H -1.504 -1.254 2.040
H 4.035 2.724 -4.159
H 2.096 -2.344 -0.938
H 1.877 -1.180 -2.252